82
Properties=species:S:1:pos:R:3:forces:R:3 method="wB97M-V/def2-TZVPD" total_charge=+3 e_homo_ev=-16.526 e_above_lowest_kj_mol=0.0 e_tot_ha=-6968.598374 homo_lumo_gap_ev=5.971 lumo_ha=-0.3879
Pt 0.375 -0.062 0.073 -0.2 0.2 0.0
C 5.482 0.650 0.178 0.0 0.0 0.0
C 4.104 0.223 0.600 0.1 0.0 0.1
O 3.249 -0.151 -0.205 0.1 0.0 0.0
N 3.837 0.310 1.926 0.0 0.0 -0.1
C 2.603 -0.187 2.502 0.0 0.0 0.1
C 1.547 0.874 2.730 0.0 0.0 0.0
C 1.639 1.702 3.842 0.0 0.0 0.0
C 0.675 2.662 4.084 0.0 0.0 0.0
C -0.396 2.764 3.205 0.0 0.0 0.0
C -0.440 1.915 2.124 0.0 0.0 0.0
N 0.518 0.997 1.875 -0.1 0.0 0.0
H 5.749 0.146 -0.746 0.0 0.0 0.0
H 6.234 0.436 0.936 0.0 0.0 0.0
H 5.486 1.728 0.000 0.0 0.0 0.0
H 4.601 0.524 2.547 0.0 0.0 0.0
H 2.834 -0.630 3.472 0.0 0.0 0.0
H 2.212 -0.972 1.862 0.0 0.0 0.0
H 2.472 1.576 4.521 0.0 0.0 0.0
H 0.747 3.309 4.948 0.0 0.0 0.0
H -1.190 3.481 3.357 0.0 0.0 0.0
H -1.264 1.949 1.423 0.0 0.0 0.0
C 2.407 2.814 -1.076 0.0 0.0 0.1
As 0.704 1.932 -1.220 0.0 0.0 0.0
C -0.524 3.423 -1.159 0.0 0.0 0.0
C 0.712 1.234 -3.073 0.0 0.0 0.0
C 1.786 1.473 -3.885 0.0 0.0 0.0
C 1.951 0.776 -5.097 0.0 0.0 0.0
C 1.057 -0.210 -5.505 0.0 0.0 0.0
C -0.051 -0.452 -4.734 0.0 0.0 0.0
C -0.258 0.214 -3.471 0.0 0.0 0.0
As 0.337 -1.244 -1.953 0.0 -0.1 -0.1
C -0.840 -2.737 -2.242 0.0 0.0 0.0
C 2.060 -1.827 -2.562 0.0 0.0 -0.1
H 2.441 3.679 -1.736 0.0 0.0 0.0
H 3.210 2.111 -1.278 0.0 0.0 0.0
H 2.495 3.158 -0.043 0.0 0.0 0.0
H -0.322 4.075 -2.007 0.0 0.0 0.0
H -0.318 3.967 -0.237 0.0 0.0 0.0
H -1.558 3.096 -1.174 0.0 0.0 0.0
H 2.545 2.190 -3.600 0.0 0.0 0.0
H 2.806 1.010 -5.722 0.0 0.0 0.0
H 1.205 -0.734 -6.440 0.0 0.0 0.0
H -0.816 -1.138 -5.080 0.0 0.0 0.0
H -0.783 -3.083 -3.272 0.0 0.0 0.0
H -1.857 -2.485 -1.958 0.0 0.0 0.0
H -0.463 -3.517 -1.577 0.0 0.0 0.0
H 2.035 -2.137 -3.604 0.0 0.0 0.0
H 2.299 -2.695 -1.943 0.0 0.0 0.0
H 2.807 -1.060 -2.370 0.0 0.0 0.0
F -2.476 -0.624 -3.468 0.0 0.0 0.0
C -1.757 0.485 -3.223 0.0 0.0 0.0
F -1.990 0.857 -1.943 0.0 0.0 0.0
C -2.302 1.616 -4.141 0.0 0.0 0.0
F -1.588 2.727 -3.922 0.0 0.0 0.0
F -2.164 1.259 -5.412 0.0 0.0 0.0
F -3.568 1.841 -3.865 0.0 0.0 0.0
N 0.101 -1.899 1.002 0.1 0.0 0.0
S -1.060 -2.576 1.911 -0.1 -0.1 -0.1
C -2.588 -2.479 1.022 0.0 0.0 0.0
C -3.000 -1.327 0.360 0.0 0.0 0.0
C -4.207 -1.340 -0.319 0.0 0.0 0.0
C -4.992 -2.490 -0.326 0.0 0.0 0.0
C -4.574 -3.631 0.343 0.0 0.0 0.0
C -3.362 -3.633 1.023 0.0 0.0 0.0
C -1.325 -1.578 3.354 0.1 0.1 0.0
C -2.422 -0.747 3.539 0.0 0.0 0.0
C -2.546 -0.066 4.742 0.0 0.0 0.0
C -1.590 -0.219 5.737 0.0 0.0 0.0
C -0.502 -1.063 5.545 0.0 0.0 0.0
C -0.370 -1.756 4.353 0.0 0.0 0.0
H 0.868 -2.556 0.942 0.0 0.0 0.0
H -2.388 -0.432 0.381 0.0 0.0 0.0
H -4.550 -0.450 -0.830 0.0 0.0 0.0
H -5.938 -2.492 -0.851 0.0 0.0 0.0
H -5.187 -4.521 0.338 0.0 0.0 0.0
H -3.027 -4.522 1.542 0.0 0.0 0.0
H -3.191 -0.660 2.784 0.0 0.0 0.0
H -3.408 0.566 4.911 0.0 0.0 0.0
H -1.709 0.298 6.680 0.0 0.0 0.0
H 0.220 -1.211 6.337 0.0 0.0 0.0
H 0.447 -2.455 4.214 0.0 0.0 0.0

152
Properties=species:S:1:pos:R:3:forces:R:3 method="wB97M-V/def2-TZVPD" e_homo_ev=-9.209 e_tot_ha=-4397.072604 homo_lumo_gap_ev=8.278 lumo_ha=-0.0342
C 9.411 -5.050 -1.275 0.2 0.3 -0.2
C 10.004 -3.869 -1.451 0.2 0.6 0.2
C 9.301 -2.654 -0.935 0.6 -1.0 1.1
O 8.291 -2.735 -0.281 -0.2 0.5 -0.1
O 9.907 -1.511 -1.279 0.0 0.2 -0.3
C 9.213 -0.336 -0.862 -0.6 0.4 1.0
C 9.402 -0.004 0.633 0.0 0.8 -0.9
C 8.278 0.972 1.045 0.2 -0.4 0.0
C 7.191 0.307 1.895 0.0 0.8 0.1
C 6.285 1.334 2.625 0.0 -0.4 -0.2
C 4.779 1.192 2.342 0.1 0.3 0.4
C 4.405 1.085 0.902 -0.5 -0.2 -0.4
C 5.100 1.681 -0.056 0.6 0.7 0.0
C 4.786 1.567 -1.483 -0.4 -0.4 -0.1
O 5.604 1.771 -2.354 0.3 0.3 0.0
C 3.389 1.137 -1.840 1.6 0.3 1.0
C 2.954 1.374 -3.099 -0.2 0.2 -1.0
C 1.673 1.006 -3.439 0.1 0.4 -0.9
C 1.210 1.275 -4.850 0.6 0.5 -0.1
O 1.489 0.144 -5.698 -0.2 -0.2 0.6
C 2.754 0.151 -6.202 0.9 -0.2 -0.5
C 3.706 -0.901 -5.687 -0.4 -0.3 -0.4
O 3.104 0.931 -7.042 -0.3 0.4 0.1
C 0.883 0.424 -2.483 -1.4 -0.8 -0.6
C -0.509 0.065 -2.878 0.0 -0.2 0.2
Cl -0.860 -1.578 -3.319 0.2 0.2 -0.2
C -1.452 0.992 -2.879 -0.5 0.1 0.1
C -1.191 2.412 -2.457 -0.2 -0.2 -0.3
Cl -3.068 0.582 -3.369 0.1 0.3 0.0
C 1.318 0.166 -1.199 -0.4 -0.6 1.0
C 0.378 -0.457 -0.196 0.0 0.6 -0.3
C 0.426 -1.981 -0.226 -0.1 0.0 0.3
C -0.763 -2.678 0.463 0.1 -0.1 -0.3
Cl -1.772 -1.592 1.482 0.1 -0.1 0.0
C 2.610 0.524 -0.875 0.4 0.1 0.3
C 3.209 0.284 0.475 0.0 -0.1 0.7
O 2.756 -0.532 1.246 -0.1 -0.2 0.0
H 9.479 -5.814 -2.038 0.8 -0.6 0.7
H 8.825 -5.179 -0.375 -1.0 0.0 -0.6
H 10.980 -3.728 -1.901 -0.5 0.0 -1.1
H 9.566 0.524 -1.425 0.3 -0.3 -0.4
H 8.142 -0.418 -1.052 0.0 -0.4 -0.2
H 9.434 -0.904 1.239 0.0 0.0 0.1
H 10.334 0.557 0.688 0.3 -0.4 0.4
H 8.698 1.821 1.586 0.0 0.0 0.2
H 7.870 1.391 0.122 -0.2 0.1 0.1
H 6.578 -0.347 1.275 0.1 -0.3 0.1
H 7.721 -0.276 2.647 -0.2 -0.3 0.0
H 6.416 1.187 3.697 0.0 0.2 0.1
H 6.616 2.352 2.412 0.0 0.0 -0.1
H 4.363 0.387 2.945 -0.1 -0.2 -0.3
H 4.298 2.106 2.711 -0.1 0.0 0.1
H 5.954 2.282 0.225 0.2 0.0 -0.3
H 3.588 1.838 -3.842 0.2 0.1 0.1
H 0.166 1.556 -4.916 -0.2 -0.4 -0.1
H 1.790 2.122 -5.226 -0.1 0.1 -0.1
H 4.567 -0.956 -6.345 0.0 0.2 -0.1
H 4.059 -0.653 -4.687 -0.2 -0.1 0.2
H 3.223 -1.878 -5.708 -0.1 0.0 0.4
H -0.552 2.882 -3.205 0.1 0.2 0.1
H -0.695 2.443 -1.490 0.1 0.0 0.0
H -2.115 2.977 -2.387 -0.1 0.0 0.0
H -0.622 -0.086 -0.422 -0.1 -0.2 -0.1
H 0.626 -0.059 0.782 -0.1 -0.2 0.2
H 0.408 -2.294 -1.265 0.1 -0.1 0.0
H 1.370 -2.323 0.195 0.0 0.1 0.1
H -0.464 -3.499 1.104 0.2 0.0 0.1
H -1.403 -3.107 -0.302 -0.3 0.2 0.1
C -8.450 -1.771 -1.432 0.0 0.0 0.0
C -7.930 -0.591 -2.245 -0.2 -0.1 0.1
C -6.458 -0.745 -2.646 -0.1 0.1 0.2
C -5.603 -0.842 -1.459 0.1 0.0 -0.1
N -4.951 -0.923 -0.518 -0.1 0.0 0.1
H -7.913 -1.872 -0.488 0.1 0.0 0.0
H -9.505 -1.635 -1.195 0.0 0.0 0.0
H -8.346 -2.706 -1.986 0.0 0.0 0.0
H -8.056 0.327 -1.669 0.1 0.0 -0.1
H -8.530 -0.486 -3.151 0.1 0.0 0.0
H -6.134 0.112 -3.236 0.1 0.0 0.0
H -6.318 -1.643 -3.250 0.0 0.0 0.0
C -6.075 -5.155 2.366 -0.1 0.1 0.0
C -5.100 -4.481 3.324 -0.2 -0.2 -0.1
C -3.876 -3.892 2.612 -0.3 -0.3 0.2
C -3.119 -4.941 1.921 0.1 0.2 0.0
N -2.528 -5.764 1.381 0.0 0.0 0.0
H -5.618 -6.007 1.862 0.0 0.0 0.0
H -6.943 -5.527 2.910 0.0 0.0 0.0
H -6.425 -4.453 1.605 0.0 0.0 0.0
H -4.782 -5.206 4.075 0.0 0.0 0.0
H -5.616 -3.676 3.853 0.1 0.1 0.0
H -3.216 -3.408 3.330 0.1 0.0 -0.1
H -4.180 -3.144 1.879 0.1 0.0 0.0
C 5.881 6.569 -2.298 0.0 0.0 0.0
C 4.658 5.660 -2.271 0.2 0.2 0.0
C 3.873 5.755 -0.959 0.2 -0.1 -0.1
C 4.717 5.352 0.167 -0.3 -0.1 0.1
N 5.378 4.998 1.036 0.1 0.0 0.1
H 6.602 6.297 -1.524 0.0 0.0 0.0
H 6.390 6.490 -3.259 0.0 0.0 0.0
H 5.598 7.614 -2.150 0.0 0.0 0.0
H 4.975 4.628 -2.433 -0.1 0.0 0.0
H 3.999 5.924 -3.093 -0.1 -0.1 0.0
H 3.005 5.096 -0.996 0.0 0.0 0.1
H 3.515 6.772 -0.788 0.0 0.0 0.0
C -10.287 -6.340 6.241 0.0 0.0 -0.1
C -9.304 -5.673 7.195 -0.2 -0.1 0.0
C -8.070 -5.107 6.483 -0.1 -0.2 0.1
C -7.328 -6.171 5.798 0.0 0.2 0.1
N -6.755 -7.013 5.269 0.0 -0.1 0.0
H -9.839 -7.200 5.739 0.0 0.0 0.0
H -11.160 -6.690 6.786 0.2 0.0 0.0
H -10.628 -5.637 5.476 0.0 0.0 0.0
H -8.991 -6.396 7.950 0.1 0.1 0.0
H -9.809 -4.861 7.721 0.1 0.0 0.0
H -7.403 -4.628 7.200 0.1 0.0 -0.1
H -8.364 -4.359 5.745 0.0 0.0 0.0
C -16.396 -7.663 7.483 0.0 0.0 0.0
C -15.791 -6.545 6.641 -0.2 -0.1 0.1
C -14.326 -6.805 6.270 -0.1 0.1 0.2
C -13.497 -6.915 7.474 -0.3 -0.1 -0.3
N -12.867 -7.006 8.426 0.1 0.0 0.3
H -15.881 -7.767 8.439 0.0 0.0 0.0
H -17.444 -7.453 7.698 0.0 0.0 0.0
H -16.344 -8.620 6.961 0.0 0.0 0.0
H -15.868 -5.603 7.186 0.1 0.0 -0.1
H -16.369 -6.432 5.723 0.1 0.0 0.0
H -13.940 -5.988 5.658 0.1 0.0 0.0
H -14.235 -7.729 5.698 0.0 0.0 0.0
C 3.259 8.686 2.575 0.0 0.0 0.0
C 3.940 9.539 1.511 0.0 -0.1 0.2
C 2.956 10.416 0.725 0.1 -0.2 0.0
C 1.968 9.586 0.027 0.0 0.2 0.0
N 1.206 8.915 -0.508 0.0 -0.1 0.0
H 2.553 7.982 2.131 0.0 0.0 0.0
H 3.997 8.104 3.125 0.0 0.0 0.0
H 2.717 9.309 3.289 0.0 0.0 0.0
H 4.480 8.887 0.820 0.0 0.1 0.0
H 4.681 10.185 1.986 0.0 0.1 -0.1
H 3.489 11.016 -0.013 -0.1 0.0 0.0
H 2.429 11.097 1.395 0.0 0.0 0.0
C 4.953 3.448 -8.452 0.0 0.0 -0.1
C 6.097 4.281 -7.892 -0.1 -0.1 -0.2
C 6.263 4.068 -6.383 -0.1 0.2 -0.1
C 5.031 4.451 -5.685 0.2 -0.1 0.1
N 4.055 4.757 -5.163 0.0 -0.1 -0.2
H 4.002 3.733 -8.003 0.0 -0.1 0.0
H 4.859 3.590 -9.529 0.0 0.0 0.0
H 5.112 2.386 -8.265 -0.1 0.0 0.0
H 5.913 5.338 -8.099 0.1 0.0 0.1
H 7.029 4.018 -8.395 0.0 0.0 0.1
H 7.089 4.665 -5.995 0.0 0.0 0.1
H 6.474 3.020 -6.165 0.0 0.0 0.0

117
Properties=species:S:1:pos:R:3:forces:R:3 method="wB97M-V/def2-TZVPD" e_homo_ev=-7.928 e_above_lowest_kj_mol=0.0 e_tot_ha=-4964.783506 homo_lumo_gap_ev=8.111 lumo_ha=0.0067
F 4.999 -2.453 -0.943 0.0 0.0 0.1
C 5.880 -3.350 -0.449 0.1 -0.7 0.0
C 5.587 -4.019 0.725 0.5 1.1 0.8
C 6.506 -4.925 1.251 -0.7 -0.1 -0.8
C 7.643 -5.242 0.518 0.3 -0.1 0.6
C 7.943 -4.532 -0.631 -0.4 -0.3 -0.4
C 7.036 -3.619 -1.151 0.2 0.6 0.0
H 4.827 -3.619 1.390 -0.4 -0.4 -0.4
H 6.194 -5.409 2.167 0.5 -0.1 0.1
H 8.335 -6.000 0.863 0.0 0.0 0.1
H 8.841 -4.743 -1.195 0.1 0.0 0.1
H 7.282 -3.029 -2.025 -0.1 -0.2 -0.1
F -0.462 -4.181 5.104 0.0 -0.1 -0.1
C 0.057 -3.878 3.897 0.4 0.4 -0.1
C -0.635 -4.210 2.757 -0.3 -0.5 -0.2
C -0.108 -3.882 1.510 0.4 0.1 0.1
C 1.098 -3.205 1.443 0.6 0.6 0.1
C 1.799 -2.879 2.602 -0.1 -0.6 0.3
C 1.286 -3.241 3.836 -0.2 0.0 0.4
H -1.543 -4.792 2.867 -0.1 0.2 -0.1
H -0.586 -4.174 0.587 -0.3 0.1 0.1
H 1.527 -2.854 0.511 -0.2 -0.3 -0.1
H 2.786 -2.435 2.605 -0.1 0.2 -0.4
H 1.823 -3.043 4.756 0.0 0.1 0.0
F -4.439 0.468 4.578 0.0 -0.1 0.1
C -3.191 0.263 4.105 0.5 0.0 0.0
C -2.152 0.041 4.983 -0.5 -0.3 0.3
C -0.886 -0.195 4.462 -0.2 0.2 0.3
C -0.682 -0.189 3.095 0.5 0.4 0.0
C -1.706 0.175 2.236 -0.5 -1.3 -0.1
C -2.991 0.305 2.744 -0.4 0.3 -0.1
H -2.402 -0.070 6.032 0.3 0.3 0.1
H -0.047 -0.305 5.137 0.0 -0.4 0.0
H 0.308 -0.441 2.737 0.0 0.2 -0.2
H -1.564 0.185 1.161 0.1 0.1 0.2
H -3.881 0.419 2.141 0.2 0.2 -0.3
F -0.425 2.533 1.907 0.2 0.3 0.0
C 0.725 2.796 2.560 0.5 0.4 -0.1
C 1.864 2.084 2.231 -0.2 -0.3 -0.5
C 3.034 2.342 2.915 0.4 0.3 1.2
C 3.035 3.261 3.963 -0.3 0.6 -0.2
C 1.911 4.053 4.200 0.5 -0.3 0.0
C 0.757 3.836 3.472 -0.7 -0.3 0.1
H 1.814 1.350 1.435 0.0 0.0 0.1
H 3.982 1.843 2.760 -0.3 -0.3 -0.5
H 3.926 3.437 4.552 0.1 -0.1 -0.1
H 1.957 4.834 4.948 -0.1 0.0 0.0
H -0.155 4.394 3.648 0.1 0.1 0.0
F -0.737 -1.676 -6.878 0.1 -0.1 0.1
C -1.017 -0.609 -6.105 -0.1 0.3 0.4
C -2.253 -0.013 -6.216 -0.6 -0.1 -0.4
C -2.538 1.142 -5.505 0.2 -0.1 0.1
C -1.584 1.663 -4.647 -0.3 -0.1 0.4
C -0.410 0.956 -4.423 0.8 0.9 -0.6
C -0.078 -0.135 -5.200 -0.3 -1.0 -0.2
H -3.030 -0.431 -6.846 0.2 -0.1 -0.2
H -3.511 1.596 -5.634 0.0 0.2 0.0
H -1.753 2.591 -4.117 -0.1 -0.1 0.1
H 0.364 1.394 -3.803 -0.2 -0.2 0.3
H 0.835 -0.705 -5.076 0.1 0.3 0.0
F -0.541 5.047 -2.800 0.1 0.3 0.0
C 0.461 4.538 -3.554 -0.6 -0.7 0.0
C 0.252 4.399 -4.911 0.3 0.1 -0.1
C 1.223 3.734 -5.643 0.8 0.8 -0.6
C 2.388 3.273 -5.050 -0.3 -0.3 0.6
C 2.542 3.408 -3.674 0.4 0.0 0.0
C 1.574 4.040 -2.911 -0.1 0.3 0.0
H -0.597 4.860 -5.396 -0.1 -0.1 0.1
H 1.208 3.764 -6.728 -0.4 -0.3 0.0
H 3.165 2.790 -5.625 0.0 0.0 -0.1
H 3.447 3.051 -3.193 -0.1 0.0 0.0
H 1.663 4.213 -1.847 0.1 -0.2 0.0
F -3.314 2.614 -1.427 0.0 0.0 -0.2
C -3.943 2.795 -0.238 -0.2 0.3 0.5
C -3.432 3.728 0.641 0.6 -0.3 -0.7
C -4.008 3.876 1.886 -0.3 0.4 0.0
C -5.147 3.149 2.205 0.3 -0.3 0.0
C -5.647 2.228 1.294 -0.4 0.3 0.6
C -5.064 2.057 0.054 -0.1 -0.3 -0.5
H -2.564 4.272 0.287 0.0 0.1 0.4
H -3.586 4.615 2.556 -0.1 -0.1 0.2
H -5.630 3.229 3.169 0.1 0.1 0.0
H -6.519 1.669 1.614 0.0 -0.1 -0.3
H -5.474 1.394 -0.700 0.0 -0.1 0.1
C -5.910 -3.895 1.270 0.2 0.0 0.2
C -4.584 -3.936 0.846 -0.2 -0.2 -0.1
C -4.006 -2.788 0.352 0.2 0.8 -0.1
C -4.744 -1.607 0.300 -0.2 -0.2 -0.3
C -6.083 -1.587 0.634 0.0 0.0 0.3
C -6.668 -2.739 1.152 -0.1 -0.2 0.2
O -7.961 -2.673 1.642 0.1 0.2 -0.3
O -2.706 -2.744 -0.054 0.1 -0.5 0.1
H -6.289 -4.756 1.807 -0.3 0.0 -0.2
H -4.038 -4.868 0.911 0.2 0.1 0.0
H -4.236 -0.714 -0.043 -0.1 0.0 0.0
H -6.652 -0.670 0.552 -0.1 -0.1 0.1
H -8.434 -3.483 1.436 0.1 -0.1 0.0
H -2.522 -1.839 -0.341 0.0 0.1 -0.1
C 1.357 1.047 -1.090 -0.4 0.0 -0.4
C -0.024 1.084 -1.010 -0.2 -0.2 0.5
C -0.777 -0.054 -1.284 0.3 0.4 0.0
C -0.142 -1.236 -1.612 0.0 -0.3 -0.1
C 1.244 -1.288 -1.691 -0.2 0.2 0.5
C 1.984 -0.135 -1.462 0.3 0.0 0.0
O 3.348 -0.122 -1.522 0.0 0.0 -0.2
O -2.145 -0.054 -1.105 -0.2 -0.4 -0.1
H 1.914 1.952 -0.893 0.2 -0.1 0.0
H -0.520 1.955 -0.592 0.0 0.1 -0.3
H -0.722 -2.135 -1.786 -0.1 0.0 0.0
H 1.747 -2.248 -1.745 0.0 0.0 -0.5
H 3.662 -0.911 -1.973 0.1 -0.1 0.1
H -2.566 0.721 -1.495 0.2 0.2 0.0
C 6.541 1.497 -0.355 0.4 0.1 -0.1
Cl 6.679 0.141 -1.491 -0.3 0.2 0.1
Cl 7.625 2.784 -0.921 -0.1 0.0 0.1
Cl 4.911 2.127 -0.227 0.0 0.0 -0.1
Cl 7.067 0.951 1.239 0.0 -0.1 0.1